Record 1
This record from OMol25 describes 2 unconnected molecules or ions with the total composition CH3I2NO in a non-equilibrium geometry. The level of theory is ωB97M-V with the def2-TZVPD basis set.

Output
F_max ... 3.59 eV/Å
Calculated total energy ... -20818.1735 eV
LUMO energy (alpha / beta) ... -0.871 / -2.488 eV
Multiplicity ... 3
Orbital gap (alpha / beta) ... 7.45 / 6.76 eV
Energy above the lowest of the compared OMol25 structures with the same formula, charge and spin ... 79.4 kJ/mol

```
8
CH3I2NO, DFT ωB97M-V with the def2-TZVPD basis set
C -1.0699 -0.5412 -0.0491
N 1.4375 0.4837 -0.3444
O -0.4796 0.6245 -0.3762
I 1.8384 2.3317 -0.9003
I 2.0061 -0.1228 1.5294
H -1.7403 -0.5409 0.8341
H -0.3679 -1.2333 0.3310
H -1.6244 -1.0017 -1.0245
```

Atom charges from the Löwdin analysis, given in e for atoms 1 to 2:
1 C -0.28
2 N -1.10

=====

Record 2
This record from OMol25 describes 3 unconnected molecules or ions with the total composition C17H18F16I2O4 in a non-equilibrium geometry. The level of theory is ωB97M-V with the def2-TZVPD basis set.

Output
F_max ... 2.30 eV/Å
Calculated total energy ... -85791.9975 eV
LUMO energy ... -0.089 eV
SMILES ... C[C@H](I)[C@H](I)[C@@H]1COC(=O)C1.FC(F)C(F)(F)COC(F)(F)C(F)F.FC(F)C(F)(F)COC(F)(F)C(F)F
Orbital gap ... 9.63 eV

```
57
C17H18F16I2O4, DFT ωB97M-V with the def2-TZVPD basis set
C 8.6951 3.0810 -1.4946
C 7.5166 2.1436 -1.2472
I 7.4899 0.6937 -2.8458
C 6.2135 2.9332 -1.1498
I 6.2435 3.7602 0.8629
C 4.9370 2.1519 -1.4786
C 4.4978 2.5673 -2.8928
O 3.5924 3.6568 -2.7295
C 3.3538 3.8579 -1.3998
O 3.0004 4.9304 -0.9415
C 3.6725 2.5525 -0.7401
H 9.6063 2.6956 -1.0702
H 8.8196 3.2145 -2.5573
H 8.4728 4.0492 -1.0803
H 7.6592 1.5903 -0.3409
H 6.2890 3.8004 -1.7758
H 5.0441 1.0820 -1.4442
H 5.3294 2.8622 -3.5109
H 3.9960 1.7870 -3.4506
H 3.7435 2.5644 0.3305
H 2.9440 1.7930 -0.9375
F -0.1555 -1.9209 -3.5547
C 0.9598 -1.1737 -3.4855
F 2.0179 -1.9688 -3.7688
C 1.1638 -0.5839 -2.0854
F 1.3787 -1.5626 -1.1877
F 2.3267 0.1341 -2.1861
C 0.1094 0.4048 -1.5450
O -0.8596 -0.0629 -0.6185
C -2.0779 -0.5839 -0.9842
F -2.3279 -0.4504 -2.3001
F -3.0251 0.1252 -0.3258
C -2.2409 -2.0314 -0.5127
F -1.2942 -2.8269 -1.0451
F -3.4528 -2.4885 -0.9105
H 0.9122 -0.3761 -4.2327
H 0.6879 1.1116 -0.9530
H -0.3460 0.9837 -2.3481
H -2.1786 -2.0920 0.5737
F -6.5561 -3.5827 1.8505
C -5.3392 -3.0724 1.5837
F -4.5566 -4.0919 1.1585
C -4.7169 -2.4355 2.8327
F -4.4883 -3.3713 3.7734
F -3.4943 -1.9588 2.4375
C -5.4372 -1.2252 3.4589
O -6.2479 -1.4244 4.6076
C -7.5893 -1.7231 4.5538
F -8.0932 -1.6458 3.3082
F -8.2289 -0.7949 5.3001
C -7.8974 -3.0729 5.2126
F -7.2370 -4.0704 4.5968
F -9.2257 -3.3074 5.1108
H -5.4231 -2.3443 0.7722
H -4.6255 -0.6071 3.8378
H -5.9480 -0.6289 2.7034
H -7.6100 -3.0474 6.2658
```

Atom charges from the Löwdin analysis, given in e for atoms 1 to 2:
1 C -0.20
2 C -0.83

=====

Record 3
This record from OMol25 describes 2 unconnected molecules or ions with the total composition C4H5N2 in a non-equilibrium geometry. The level of theory is ωB97M-V with the def2-TZVPD basis set.

Output
F_max ... 5.19 eV/Å
Calculated total energy ... -7195.4813 eV
LUMO energy ... -5.437 eV
Charge ... +1
Orbital gap ... 10.33 eV
Energy above the lowest of the compared OMol25 structures with the same formula, charge and spin ... 489.2 kJ/mol

```
11
C4H5N2, DFT ωB97M-V with the def2-TZVPD basis set
C 0.1102 -0.4952 0.3236
C 2.5724 0.6738 0.1152
C -1.9351 -0.8498 -0.1257
C -1.0600 -0.3921 0.9852
N 2.8223 1.2301 -0.8605
N -0.7919 -0.1749 -0.6252
H 1.2065 -0.2629 0.6743
H -2.2337 -1.8292 -0.5257
H -2.7637 -0.0304 -0.3629
H -1.0876 0.2513 1.9835
H 3.1606 1.8793 -1.5820
```

Atom charges from the Löwdin analysis, given in e for atoms 1 to 2:
1 C 0.03
2 C -0.01

=====

Record 4
This record from OMol25 describes C2H6FN3 in the gas phase in a non-equilibrium geometry. The level of theory is ωB97M-V with the def2-TZVPD basis set.

Output
F_max ... 2.77 eV/Å
Calculated total energy ... -9357.8880 eV
LUMO energy ... 0.969 eV
SMILES ... [H]/N=C(\CF)NN
Orbital gap ... 10.13 eV
Energy above the lowest of the compared OMol25 structures with the same formula, charge and spin ... 18.7 kJ/mol

```
12
C2H6FN3, DFT ωB97M-V with the def2-TZVPD basis set
H 0.0159 2.3899 -0.0866
N 0.6048 1.5740 -0.1562
C 0.0231 0.4271 0.0179
C -1.4247 0.3629 0.2622
F -1.9399 -0.8578 -0.2544
N 0.7246 -0.7041 0.1176
N 2.1190 -0.7202 -0.0502
H -1.9578 1.1918 -0.2504
H -1.5451 0.3786 1.3485
H 0.2904 -1.6344 0.2148
H 2.5433 -0.3117 0.8141
H 2.3826 -0.0820 -0.8107
```

Atom charges from the Löwdin analysis, given in e for atoms 1 to 2:
1 H 0.03
2 N 0.11